Entry from the OMol25 dataset: a molecular structure, C8H23InNO5 in a non-equilibrium geometry (ωB97M-V with the def2-TZVPD basis set).

Properties
**Net charge**: +3
**ΔE to the lowest compared entry with this formula, charge and spin**: 104.7 kcal/mol
**Spin multiplicity**: 1
**Frontier orbital gap**: 3.764 eV
**Highest occupied orbital energy**: -20.260 eV

Geometry (Å):
In1 1.890 36.049 -4.134
O1 4.189 37.100 -5.871
O2 4.721 36.311 -3.238
O3 1.887 36.046 -7.290
O4 0.887 38.426 -5.440
O5 -0.368 35.000 -5.769
N1 -0.829 37.168 -3.421
C1 0.624 36.064 -7.827
C2 1.634 39.321 -6.370
C3 5.502 37.175 -5.315
C4 -1.284 38.019 -4.457
C5 -0.228 39.085 -4.774
C6 -0.198 34.926 -7.220
C7 5.752 36.241 -4.178
C8 -2.592 38.636 -3.873
H1 -1.528 37.396 -5.317
H2 -3.156 39.111 -4.675
H3 2.408 38.793 -6.928
H4 0.209 39.631 -3.938
H5 6.113 36.889 -6.171
H6 -0.774 39.796 -5.394
H7 0.929 39.731 -7.093
H8 -1.327 34.993 -5.795
H9 0.196 33.933 -7.433
H10 -3.222 37.850 -3.455
H11 -1.192 34.986 -7.664
H12 4.147 36.900 -6.808
H13 6.695 36.480 -3.686
H14 -0.993 37.545 -2.499
H15 5.144 36.224 -2.380
H16 5.781 35.209 -4.529
H17 2.026 40.193 -5.847
H18 0.182 37.050 -7.677
H19 5.758 38.216 -5.121
H20 -1.589 36.502 -3.402
H21 2.157 35.186 -7.618
H22 -2.463 39.350 -3.059
H23 0.618 35.880 -8.901

Entry from the OMol25 dataset: a molecular structure, CH10N3O2Pt in a non-equilibrium geometry (ωB97M-V with the def2-TZVPD basis set).

Properties
**Net charge**: +1
**ΔE to the lowest compared entry with this formula, charge and spin**: 22.2 kcal/mol
**Spin multiplicity**: 5
**Frontier orbital gap (spin up / spin down)**: 7.303 / 7.127 eV
**Highest occupied orbital energy (spin up / spin down)**: -11.060 / -13.934 eV

Geometry (Å):
Pt1 -0.349 0.054 -0.134
O1 -1.211 1.036 3.703
O2 -0.862 -0.072 1.860
N1 0.278 -0.120 -2.037
N2 -0.617 1.050 2.631
N3 -1.512 -1.741 -0.124
C1 1.485 1.207 0.309
H1 -1.501 -2.276 -0.977
H2 -0.537 -0.037 -2.651
H3 0.948 0.603 -2.351
H4 0.725 -1.012 -2.304
H5 1.612 0.070 0.364
H6 -2.452 -1.450 0.076
H7 1.922 1.448 1.343
H8 0.855 2.138 0.072
H9 2.375 1.420 -0.405
H10 -1.158 -2.319 0.626

Entry from the OMol25 dataset: a gas-phase ion, C7H14BrNP (charge +1) (ωB97M-V with the def2-TZVPD basis set).

Properties
**Net charge**: +1
**Structure (SMILES)**: CCP(C)[C@H]1C[NH+]=C[C@H]1Br
**Spin multiplicity**: 1
**Frontier orbital gap**: 7.284 eV
**Highest occupied orbital energy**: -12.052 eV

Geometry (Å):
Br1 1.964 2.932 -0.716
P1 0.331 0.773 1.233
N1 0.001 -0.027 -2.145
C1 1.304 0.047 -0.208
C2 -1.475 0.676 0.799
C3 1.776 1.090 -1.254
C4 0.529 -0.639 2.384
C5 0.677 1.049 -2.263
C6 -2.267 -0.630 0.897
C7 0.627 -0.946 -1.170
H1 1.540 -0.601 2.790
H2 -3.325 -0.437 0.716
H3 2.164 -0.455 0.236
H4 -0.840 -0.233 -2.674
H5 -0.048 -1.679 -0.755
H6 -1.963 -1.390 0.184
H7 -1.906 1.381 1.516
H8 1.388 -1.490 -1.739
H9 -1.629 1.162 -0.169
H10 2.719 0.787 -1.715
H11 -2.192 -1.061 1.893
H12 0.358 -1.620 1.939
H13 0.437 1.814 -2.990
H14 -0.169 -0.502 3.210

Entry from the OMol25 dataset: a gas-phase ion, C4H9N3 (charge +2) in a non-equilibrium geometry (ωB97M-V with the def2-TZVPD basis set).

Properties
**Net charge**: +2
**Structure (SMILES)**: C=NC(=[NH2+])[N+](=C)C
**ΔE to the lowest compared entry with this formula, charge and spin**: 75.9 kcal/mol
**Spin multiplicity**: 1
**Frontier orbital gap (spin up / spin down)**: 9.641 / 9.640 eV
**Highest occupied orbital energy (spin up / spin down)**: -20.051 / -20.051 eV

Geometry (Å):
N1 -0.991 -0.030 -0.128
N2 0.682 1.848 0.489
N3 1.566 -0.161 -0.245
C1 -1.578 -0.919 0.817
C2 2.500 -1.030 -0.285
C3 0.656 0.560 0.163
C4 -1.473 0.358 -1.228
H1 -0.119 2.410 0.763
H2 -2.555 -1.245 0.632
H3 1.530 2.341 0.276
H4 -0.962 0.952 -1.929
H5 -1.096 -1.793 0.982
H6 -2.614 0.120 -1.245
H7 -1.476 -0.565 1.765
H8 3.389 -0.890 -0.995
H9 2.541 -1.955 0.169

- Look up the spin multiplicity of the fourth one.
  1

- Number 3 is which compound?
  C7H14BrNP